This record from the Open Molecules 2025 dataset describes a molecular structure, C19H25BrCl2EuN2O3. The level of theory is wB97M-V/def2-TZVPD.

The geometry in XYZ format:
```
53
Properties=species:S:1:pos:R:3:forces:R:3
Eu 0.0818 0.0660 -0.3298 -0.403 0.535 0.419
Br -2.8723 -5.0950 4.3925 -0.025 -0.054 0.068
Cl 2.3673 -1.5141 0.0367 0.446 -0.404 0.103
Cl 2.0219 -0.0781 -2.4386 0.321 -0.201 -0.384
O -1.6739 1.1569 0.8607 0.124 -0.230 0.035
O 1.3115 2.1330 -0.2633 -0.037 0.196 0.085
O 0.7740 0.6325 1.8977 -0.193 0.038 0.051
N -1.1781 0.1876 -2.4239 -0.056 0.088 -0.091
N -1.5107 -1.7419 -0.4711 -0.073 0.020 0.181
C -1.8861 -2.5338 0.6572 0.158 -0.017 -0.104
C 0.9238 3.4899 -0.6150 0.038 -0.034 0.041
C -0.9098 -2.7854 1.6143 0.151 0.016 0.016
C -3.0431 1.3804 0.4196 0.028 0.039 0.066
C -1.3256 0.8004 -4.7373 -0.081 0.032 -0.003
C -1.4774 1.4767 2.2640 0.001 0.034 -0.036
C -2.0720 -1.8984 -1.6050 -0.117 -0.156 -0.309
C -3.1677 -3.0439 0.8272 -0.183 0.048 0.016
C 1.6480 1.7739 2.0939 0.011 0.091 0.047
C 3.0861 -1.2262 -1.5794 -0.077 0.043 -0.046
C -0.3712 0.5997 2.7953 0.015 0.012 0.012
C -1.7858 -0.9856 -2.7251 -0.017 -0.099 0.160
C -2.4724 -4.0667 2.8916 -0.054 -0.014 0.009
C -1.9047 -0.4185 -5.0417 0.000 -0.030 -0.034
C 2.3196 2.0711 0.7762 -0.125 0.061 0.053
C -3.4586 -3.8111 1.9420 -0.016 0.040 -0.040
C -0.9860 1.0621 -3.4188 0.082 -0.008 0.015
C -2.1499 -1.3221 -4.0096 -0.178 -0.008 -0.186
C -1.1910 -3.5525 2.7303 0.060 0.024 -0.012
H 3.1175 -2.1634 -2.1214 -0.043 -0.043 -0.012
H 4.0662 -0.7832 -1.4519 0.030 0.047 0.033
H -3.7016 0.6773 0.9265 -0.009 -0.012 0.012
H -2.6344 -2.2713 -4.2038 0.012 0.033 -0.009
H -2.1785 -0.6612 -6.0605 0.001 -0.004 0.014
H -0.6944 -0.4387 2.8336 0.028 -0.077 0.007
H 0.1105 -2.4403 1.4588 0.031 -0.009 0.017
H 2.3869 1.5407 2.8598 -0.005 -0.037 0.051
H -4.4557 -4.2057 2.0849 0.015 0.007 -0.012
H 0.5391 4.0098 0.2613 0.002 0.010 0.010
H -3.0717 1.2225 -0.6538 0.021 -0.015 -0.046
H -0.5419 2.0141 -3.1532 0.056 0.016 -0.002
H -1.1487 1.5486 -5.4984 0.003 -0.020 0.015
H 1.0507 2.6248 2.4246 -0.021 -0.007 0.002
H 1.7853 4.0144 -1.0209 0.020 0.014 -0.019
H -1.2619 2.5416 2.3487 -0.012 0.054 -0.023
H -2.7828 -2.7054 -1.7779 0.016 -0.007 -0.042
H 0.1458 3.4260 -1.3708 -0.031 -0.021 -0.007
H 3.0298 1.2930 0.5034 0.020 -0.053 -0.055
H -2.3892 1.2596 2.8210 -0.059 0.025 -0.017
H 2.8576 3.0158 0.8368 0.056 0.016 -0.051
H -0.0769 0.9068 3.7982 0.063 -0.002 0.014
H -3.3319 2.4038 0.6486 -0.009 0.031 0.000
H -0.4261 -3.7731 3.4631 -0.003 0.014 -0.026
H -3.9585 -2.8205 0.1202 0.019 -0.024 0.013
```
Forces are in eV/Å.

Calculated values
HOMO energy (alpha / beta), eV: -16.30 / -16.30
E, Ha: -5278.0192
Spin multiplicity: 7
Energy above the lowest of the compared OMol25 structures with the same formula, charge and spin, kJ/mol: 58.6
LUMO level (alpha / beta), eV: -11.72 / -9.92
Gap between HOMO and LUMO (alpha / beta), eV: 4.58 / 6.38
Total charge: +3

=====

This record from the Open Molecules 2025 dataset describes a molecular structure, C19H25FN4O12P2Rb. The level of theory is wB97M-V/def2-TZVPD.

The geometry in XYZ format:
```
64
Properties=species:S:1:pos:R:3:forces:R:3
Rb 0.4074 -0.7324 -0.0720 0.718 -0.216 0.019
P -2.6750 0.1855 -0.6871 -0.305 -0.106 -0.196
P -1.3423 1.8497 1.3944 -0.281 0.143 -0.010
F -4.6250 -2.4011 -2.9206 -0.044 0.029 -0.014
O -2.7834 1.6809 2.1815 0.100 0.019 -0.137
O -0.3623 0.8764 1.9354 0.076 -0.046 0.340
O -4.1617 0.6781 -0.2490 0.103 -0.039 0.215
O 2.4092 -0.5998 3.1302 0.078 0.183 -0.027
O -2.6024 0.1983 -2.1700 0.014 0.064 0.045
O 3.7019 -2.9096 -3.2597 -0.127 0.044 0.047
O 1.6367 1.0126 4.4560 -0.046 -0.021 0.154
O -1.7332 1.3976 -0.1176 -0.035 0.245 -0.017
O 2.4694 -1.5394 -1.9359 0.151 -0.108 -0.008
O 0.0035 -3.1087 -1.3613 0.229 -0.243 0.260
O -2.2920 -1.0607 0.0487 -0.382 -0.041 -0.056
O -0.9951 3.2974 1.3947 -0.036 0.093 -0.065
N -4.7720 -3.5064 -5.4804 -0.019 -0.084 0.009
N 0.1304 -3.6876 -5.3470 -0.053 -0.015 -0.127
N 1.8213 2.9177 2.6834 -0.031 -0.139 -0.095
N -5.2521 -6.3460 -5.6157 0.038 0.076 0.063
C -2.3145 -2.7656 -2.7816 -0.217 -0.047 0.000
C -4.3098 -5.6810 -6.5859 0.053 0.168 -0.127
C -1.0960 -3.4672 -4.7462 0.035 0.029 0.131
C -1.1204 -3.1324 -3.3905 -0.223 0.074 -0.058
C 2.1703 0.5655 3.3232 -0.003 -0.080 -0.253
C 1.2813 -4.8300 -7.2696 -0.133 0.073 0.093
C -3.4782 -2.8160 -3.5052 0.157 -0.079 0.015
C -5.3757 -5.5831 -4.3152 -0.113 0.144 0.025
C -4.7060 -4.2070 -6.7446 0.001 0.017 -0.017
C -5.7832 -4.1560 -4.6513 0.066 0.050 0.056
C -2.3024 -3.5845 -5.4443 0.017 -0.038 -0.110
C -3.5122 -3.3000 -4.8197 -0.143 0.104 0.119
C 2.6569 -2.4504 -2.7662 -0.218 -0.043 -0.188
C -0.1524 -5.2844 -7.2905 0.049 0.137 0.035
C 0.1074 -3.0875 -2.5732 -0.260 -0.002 -0.096
C 1.3257 -3.0169 -3.3443 0.540 0.106 -0.108
C 1.2745 -3.3506 -4.6466 0.266 0.067 0.221
C 0.2105 -3.9193 -6.7554 0.002 -0.143 -0.057
C 2.5243 1.6850 2.3393 -0.042 -0.008 0.192
H -0.6575 -5.3342 -8.2467 -0.039 -0.052 0.016
H -4.9396 -7.2957 -5.4322 0.011 -0.101 -0.006
H -6.1072 -6.0993 -3.6956 -0.002 -0.033 -0.029
H -0.0548 -3.0667 -7.3750 0.015 -0.004 -0.019
H 3.5982 1.8540 2.4528 0.040 -0.078 -0.015
H 1.9312 -5.2819 -6.5339 0.024 0.013 -0.030
H -6.7329 -4.1508 -5.1965 -0.011 -0.028 -0.032
H -2.2673 -3.8677 -6.4852 0.022 -0.018 0.037
H 0.8989 2.9475 2.2461 -0.104 0.006 0.003
H -3.3137 -5.7747 -6.1610 0.026 0.005 0.038
H 2.1994 -3.3645 -5.2091 -0.021 -0.008 -0.035
H 1.7478 -4.5647 -8.2065 0.043 -0.004 0.006
H -4.3623 -6.2243 -7.5285 -0.021 -0.037 0.016
H -4.4001 -5.6044 -3.8303 0.036 0.002 -0.020
H 2.3285 3.7283 2.3607 0.050 0.024 0.021
H -4.1758 0.7520 0.7190 0.070 -0.004 -0.130
H -4.0112 -3.7160 -7.4243 0.002 -0.080 0.018
H -2.3152 -2.4232 -1.7451 -0.017 0.049 -0.065
H -0.4334 -6.0263 -6.5544 -0.038 -0.010 -0.024
H 1.4639 1.9639 4.2806 0.000 0.104 0.019
H -3.1529 2.5697 2.2548 0.087 -0.060 -0.010
H -5.6918 -4.1454 -7.2163 -0.024 -0.010 0.000
H -6.1784 -6.4045 -6.0369 -0.065 -0.025 -0.034
H 2.3587 1.3094 1.3299 -0.075 0.032 -0.009
H -5.9400 -3.6004 -3.7337 0.014 -0.048 0.010
```
Forces are in eV/Å.

Calculated values
HOMO energy, eV: -5.18
E, Ha: -2667.9438
Spin multiplicity: 1
LUMO level, eV: -0.24
Gap between HOMO and LUMO, eV: 4.95
Total charge: -1